[1]
Formula: C33H82F3O34S10V
Source: the Open Molecules 2025 dataset
Level of theory: wB97M-V/def2-TZVPD

Cartesian coordinates (Å):
V  17.25955  -10.01679  18.65938
C  18.23323  -12.96766  21.21708
C  18.99273  -12.23398  20.09380
O  18.03393  -11.75080  19.15947
H  18.95602  -13.14827  22.02259
H  17.87431  -13.93279  20.79130
H  17.35822  -12.41125  21.52428
H  19.72330  -12.85883  19.63473
H  19.65798  -11.39188  20.37863
S  16.77153  -7.58084  19.70777
O  17.88985  -6.58085  19.56676
O  16.33976  -7.99298  18.39524
O  17.29038  -8.76539  20.39006
O  15.60600  -7.06937  20.47845
C  21.07729  -8.84534  22.07750
C  20.29613  -8.69166  20.77897
O  21.05360  -9.33238  19.64571
C  20.55452  -9.45011  18.50805
O  19.35180  -9.37194  18.24588
C  21.55518  -10.08299  17.51896
F  21.84649  -11.33997  17.85750
F  20.98857  -10.18742  16.30574
F  22.67516  -9.39030  17.39144
H  22.10313  -8.54192  21.81748
H  20.96470  -9.80464  22.60940
H  20.81698  -8.05459  22.80093
H  20.14509  -7.64700  20.52501
H  19.31083  -9.18590  20.90496
O  20.14296  -2.33377  17.08119
S  19.95370  -3.34802  18.09577
O  20.94242  -3.61409  19.10241
O  18.54691  -3.07434  18.77424
C  18.29748  -3.55942  20.14878
C  16.79944  -3.49112  20.32757
C  19.46626  -4.79233  17.28468
H  18.83798  -2.83838  20.82181
H  18.79164  -4.47495  20.23378
H  16.42421  -3.82515  21.31105
H  16.24062  -3.92475  19.47543
H  16.65823  -2.42748  20.32354
H  19.04132  -5.45466  18.12983
H  20.31375  -5.23361  16.69158
H  18.65345  -4.58378  16.55290
O  13.20646  -11.36373  17.92806
S  14.01562  -10.23856  18.31672
O  15.22383  -10.60941  19.03714
O  14.43622  -9.58379  16.94214
C  13.49861  -9.55030  15.87117
C  14.31433  -9.77244  14.56202
C  13.09698  -8.92622  19.13146
H  12.97699  -8.58845  15.90790
H  12.82235  -10.36828  16.03965
H  13.66904  -9.87358  13.73289
H  14.76929  -10.72494  14.81635
H  15.08051  -8.95550  14.36248
H  12.68588  -9.25569  20.09622
H  12.25350  -8.66967  18.46973
H  13.81825  -8.05931  19.30648
O  18.21803  -9.12972  25.11941
S  16.90889  -9.39791  24.55554
O  15.85074  -9.72627  25.42839
O  16.39208  -8.12195  23.77927
C  17.32947  -6.99888  23.38053
C  17.10797  -5.77758  24.29786
C  17.02451  -10.49960  23.16265
H  17.13113  -6.72405  22.29715
H  18.37999  -7.40094  23.36650
H  17.68918  -4.96556  23.83590
H  17.72645  -6.04384  25.17219
H  16.10034  -5.49248  24.37602
H  16.05503  -10.45675  22.67943
H  17.11718  -11.45663  23.71129
H  17.82850  -10.36872  22.44045
O  17.19191  -5.44890  14.39255
S  17.62359  -6.75390  14.00511
O  16.85905  -7.34278  12.96834
O  19.15931  -6.68053  13.67648
C  19.89071  -7.65037  12.93855
C  21.39287  -7.42342  13.24445
C  17.52103  -7.78192  15.39390
H  19.64455  -7.57004  11.88926
H  19.64562  -8.64940  13.34996
H  21.47311  -7.14203  14.28767
H  21.71232  -6.56603  12.70680
H  21.92601  -8.32978  13.09830
H  17.95737  -8.71168  15.02652
H  16.46099  -7.84286  15.53032
H  18.06527  -7.42588  16.27581
O  11.77267  -9.05252  22.13265
S  11.83428  -7.71530  22.66477
O  11.00356  -6.68804  22.14211
O  11.32977  -7.92655  24.14365
C  11.31935  -6.80222  25.04033
C  10.75873  -7.32040  26.36239
C  13.64834  -7.29829  22.62412
H  10.67178  -5.98788  24.73868
H  12.36021  -6.38399  25.19455
H  10.64311  -6.38964  27.02255
H  11.31915  -8.13125  26.84489
H  9.72960  -7.62475  26.12447
H  13.89890  -7.32751  21.56152
H  14.15837  -8.09097  23.07837
H  13.84007  -6.33061  23.06787
O  13.50541  -2.94449  18.50558
S  12.93480  -3.28021  19.81679
O  13.47605  -2.59001  20.94020
O  11.45626  -2.87856  19.81681
C  10.62963  -3.61976  18.92276
C  9.39104  -2.83460  18.62371
C  12.94559  -5.01706  20.07226
H  10.38130  -4.59724  19.40644
H  11.17595  -4.01300  18.02054
H  9.60260  -1.82708  18.33300
H  8.81754  -2.79329  19.53511
H  8.94501  -3.50155  17.91121
H  12.37049  -5.27805  21.00148
H  13.99151  -5.30853  20.27832
H  12.57987  -5.41007  19.16534
O  14.77253  -3.10720  28.39071
S  14.30106  -4.28600  27.70764
O  12.97524  -4.70371  27.91587
O  14.51526  -4.10240  26.18689
C  14.12877  -2.87298  25.59597
C  13.66820  -2.99882  24.15632
C  15.29200  -5.67059  27.88472
H  15.04901  -2.21552  25.64465
H  13.32260  -2.46209  26.17465
H  12.69039  -3.52184  24.08721
H  14.44063  -3.51227  23.49485
H  13.56330  -2.03686  23.72736
H  14.70383  -6.50658  27.52424
H  15.42555  -5.82240  28.95948
H  16.25321  -5.51241  27.37848
O  12.47036  -6.04296  16.88323
S  13.65174  -5.66882  16.16535
O  14.12016  -6.48374  15.10663
O  13.39214  -4.20813  15.62040
C  14.38545  -3.60978  14.72741
C  14.21720  -2.10571  14.93015
C  14.96347  -5.52832  17.31150
H  14.25785  -4.04212  13.74114
H  15.40495  -3.79954  15.00683
H  14.69528  -1.72234  15.84800
H  13.17434  -1.87229  15.13802
H  14.53216  -1.60008  13.98773
H  14.64731  -4.82214  18.05994
H  15.82065  -5.08597  16.78724
H  15.14143  -6.49545  17.74317
O  18.72190  -12.77134  15.73323
S  17.39837  -12.29061  15.97527
O  17.20313  -10.90473  16.42556
O  16.58516  -12.37571  14.61458
C  17.32134  -12.49084  13.36156
C  17.97096  -11.24942  12.84253
C  16.32186  -13.21777  17.07758
H  16.55076  -12.83210  12.66856
H  18.09870  -13.32684  13.38983
H  17.22864  -10.43843  12.71238
H  18.35305  -11.52734  11.84581
H  18.73226  -10.93799  13.56900
H  16.64510  -12.87167  18.06993
H  16.43220  -14.25444  16.84453
H  15.27902  -12.72316  16.91040

Cartesian forces, eV/Å:
V 0.5 0.3 -0.3
C 1.2 -0.5 -0.9
C -1.9 1.7 -0.6
O 0.7 -1.0 0.3
H -0.5 -0.2 0.3
H 0.3 0.5 0.4
H 0.0 0.2 0.2
H 0.4 -1.2 -0.7
H -0.5 0.0 0.9
S 1.1 4.4 2.2
O -1.6 -0.9 0.5
O -0.7 -1.6 -2.8
O 0.5 -2.2 0.8
O 0.7 0.2 -0.6
C 0.7 0.9 -0.3
C -1.0 -0.9 0.8
O 1.8 1.2 3.4
C -3.8 -1.5 -1.4
O 1.8 0.4 -0.5
C -0.8 -0.5 -1.3
F 0.2 0.1 0.7
F 0.0 0.5 0.0
F 0.4 0.3 0.2
H 0.1 -0.8 0.4
H 0.3 0.3 -0.6
H -0.5 -0.3 -0.4
H -0.1 0.0 -0.3
H 0.6 0.4 -0.7
O 0.2 -0.4 1.2
S -0.8 0.7 -1.1
O 0.0 0.2 -0.2
O 0.1 0.7 0.5
C 0.6 1.8 0.0
C 0.1 0.2 0.0
C -0.4 -2.2 -0.2
H -0.7 -0.6 -0.4
H 0.2 -1.7 0.2
H 0.4 -0.3 -0.5
H 0.4 0.0 0.7
H -0.8 0.6 -0.2
H 0.8 0.5 -1.5
H -0.7 0.3 0.9
H 0.5 0.2 0.7
O -0.5 0.2 0.9
S -0.3 -0.6 -0.9
O -0.5 0.7 -0.3
O 1.2 0.4 1.4
C 0.0 0.8 -1.5
C 0.8 0.9 2.2
C 0.7 0.5 0.1
H 0.1 -0.2 -0.1
H -0.5 -0.3 -0.3
H -0.8 -0.1 -0.9
H 0.6 -0.1 -0.7
H -1.1 -1.1 0.3
H 0.3 -0.2 -0.3
H 0.5 0.0 0.1
H -0.8 -1.1 -0.4
O -0.7 -0.4 -0.4
S 2.2 1.9 -1.4
O -1.0 -1.0 0.6
O 0.9 1.7 -0.3
C -0.2 -0.2 -1.4
C 3.4 -1.5 -0.9
C -0.4 -1.2 1.6
H -0.4 -0.7 1.3
H -1.0 0.4 0.5
H -0.3 0.0 0.0
H -1.1 0.5 0.5
H -1.2 0.2 0.6
H -0.1 0.0 -0.2
H 0.1 0.1 -0.7
H 0.0 0.5 0.4
O 0.8 0.7 0.2
S -1.1 1.1 1.1
O 0.2 -1.1 -1.4
O 0.1 1.1 0.1
C 0.8 -1.3 1.0
C -2.1 0.5 0.5
C 1.2 -0.4 -0.3
H -0.1 -0.1 -0.2
H -0.2 0.3 -0.5
H 0.0 -0.2 0.3
H 0.8 0.5 -0.8
H 0.7 -0.5 -0.5
H -0.3 -0.4 0.5
H -0.6 -0.3 0.5
H -0.3 0.1 -0.3
O -0.1 0.5 -0.2
S 1.3 -1.7 0.1
O -0.1 1.1 -0.8
O 0.7 0.4 0.5
C 1.2 0.0 1.5
C -0.8 1.7 0.2
C -2.6 0.6 -0.6
H -0.1 0.0 -0.7
H -0.9 -0.5 -0.4
H 0.4 -1.5 -0.6
H -0.1 0.4 -0.2
H 0.3 -0.3 0.3
H 0.0 0.2 0.1
H 0.6 -1.0 0.9
H 0.1 0.2 0.1
O -0.8 -1.0 1.6
S 2.9 1.3 -1.2
O 0.3 0.0 0.6
O -1.3 0.0 0.0
C 0.1 -2.0 -0.5
C 0.7 -1.0 0.8
C 0.6 0.5 2.0
H -0.2 0.8 0.1
H -0.2 1.2 0.5
H 0.1 0.4 -0.7
H -0.5 0.0 0.2
H -1.0 0.4 -0.7
H 0.1 0.4 -1.2
H -0.3 0.1 -0.4
H -0.4 -1.1 -0.9
O 0.1 -0.7 -0.2
S 0.8 1.5 0.5
O -2.2 -0.4 0.6
O 0.4 -0.8 -1.5
C 1.1 1.6 -0.8
C 0.8 -2.2 -0.3
C 1.0 -0.6 0.7
H -1.2 -0.4 0.1
H -0.2 0.5 0.4
H 0.7 0.2 -0.1
H -1.0 0.4 0.9
H -0.2 1.1 -0.3
H 0.2 -0.1 -0.4
H 0.1 0.1 -0.1
H -0.4 -0.3 0.2
O -0.6 0.0 0.0
S 0.6 0.6 0.9
O 0.1 -0.9 -1.3
O 0.3 -0.4 0.2
C -0.1 0.8 0.8
C -0.5 0.2 -0.7
C -0.1 1.3 -0.4
H -0.3 0.4 -0.2
H 0.4 -0.8 0.4
H 0.4 -0.4 -0.7
H -0.3 0.0 -0.5
H 0.0 0.0 0.9
H -0.1 0.2 0.2
H 0.0 -0.5 0.1
H 0.3 -0.4 -0.1
O -0.1 -0.3 0.3
S -1.2 1.9 1.1
O 0.6 -0.8 -0.2
O 0.5 -0.3 -0.5
C 0.3 -1.9 -0.4
C -0.6 0.6 0.2
C -0.9 2.2 -0.7
H -0.1 0.1 0.1
H -1.1 1.0 0.5
H 0.4 -0.3 0.1
H 0.3 0.4 0.5
H 0.1 0.1 -0.6
H 0.3 -0.5 0.0
H -0.3 -0.7 0.1
H 1.7 -1.3 0.0

M in g/mol: 1451.59
Spin multiplicity: 4
Max |F| in eV/Å: 5.1
Lowest unoccupied orbital energy (spin up / spin down) in eV: 1.918 / 1.917
Kohn-Sham gap (spin up / spin down) in eV: 6.5 / 8.5
Charge: -1

Atomic partial charges in e from the Löwdin method, atoms 1 to 5: 0.80 -0.08 -0.35 -0.41 0.07


[2]
Formula: C21H31O3Ru
Source: the Open Molecules 2025 dataset
Level of theory: wB97M-V/def2-TZVPD

Cartesian coordinates (Å):
O  2.09577  -0.55520  -0.05373
C  2.45136  -1.95752  -0.39494
C  3.80886  -1.60444  -0.97703
H  1.79391  -2.42964  -1.13826
H  2.52184  -2.58446  0.50600
C  3.45450  -0.18924  -0.50077
H  3.84126  -1.68180  -2.06281
H  4.59883  -2.10393  -0.42810
C  3.45063  0.82139  -1.60956
H  2.85055  0.51546  -2.46668
H  4.46902  0.99145  -1.97608
H  3.07092  1.77215  -1.22439
C  4.35575  0.27705  0.62994
H  4.42827  -0.46910  1.42638
H  3.94254  1.21038  1.03124
H  5.37296  0.47947  0.25424
Ru  -1.31831  0.66044  1.11492
C  -1.72817  0.39610  3.51906
C  -2.81368  -0.47464  3.23734
C  -2.36857  -1.49250  2.36625
H  -3.78499  -0.39114  3.70202
C  -0.95567  -1.28349  2.09525
C  -0.54267  -0.12785  2.89860
H  0.48116  0.11100  3.17953
H  -1.77529  1.23405  4.22144
H  -2.93041  -2.35831  2.03378
H  -0.25862  -2.02235  1.70229
C  -1.84598  3.48573  1.75995
C  -0.61595  2.83569  2.09061
C  -0.06075  2.24605  0.90321
H  -0.10327  2.84855  3.05489
C  -1.06495  2.44071  -0.16305
C  -2.12805  3.25139  0.39762
H  -2.94451  3.70396  -0.15876
H  -2.40744  4.13320  2.42436
H  1.00615  2.12163  0.69301
H  -0.87260  2.31442  -1.23470
O  1.03759  -0.95920  -2.99822
C  0.20155  0.09018  -2.42402
C  -0.54928  -0.60454  -1.28969
H  -0.52543  0.38097  -3.21220
H  0.80189  0.93343  -2.05516
C  -0.87703  -2.00114  -1.84915
H  -1.44221  -0.05312  -0.88999
H  0.14854  -0.74216  -0.42790
C  0.09428  -2.08764  -3.07661
H  -1.93579  -2.01246  -2.20322
H  -0.76105  -2.73478  -1.02295
H  -0.51234  -1.83779  -3.98420
H  0.62878  -3.06055  -3.20123
C  -3.93734  -0.54313  -0.71836
C  -3.45804  0.39984  0.39892
O  -4.22125  1.07017  1.08496
H  -3.36892  -0.34750  -1.64642
H  -5.01692  -0.41609  -0.92081
H  -3.78146  -1.59911  -0.41680

Cartesian forces, eV/Å:
O 1.4 -1.1 -0.4
C -0.6 -0.5 0.1
C -1.0 0.2 0.4
H -0.2 0.4 0.5
H -0.2 0.3 -0.1
C 1.3 0.2 -0.2
H 0.3 -0.2 0.2
H 0.4 0.1 -0.4
C -0.2 0.5 -0.2
H 0.0 -0.1 0.1
H -0.1 0.0 0.2
H 0.0 0.1 -0.1
C -0.3 0.3 0.1
H -0.1 0.1 0.0
H 0.2 -0.1 0.2
H -0.4 -0.1 0.1
Ru -2.8 -0.4 -1.1
C 0.0 -0.7 0.8
C 0.6 -0.1 0.0
C 0.8 0.1 0.3
H -0.1 0.1 -0.3
C -0.2 0.1 1.4
C -0.2 -1.3 0.8
H -0.3 0.1 -0.3
H 0.1 -0.3 -0.5
H 0.0 0.3 -0.1
H -0.3 0.3 -0.1
C 0.3 -0.4 -0.4
C 0.6 0.4 -0.6
C 0.3 2.5 -1.0
H -0.3 0.1 -0.4
C 0.5 0.9 0.4
C 0.8 -0.2 0.2
H 0.0 -0.4 0.2
H -0.1 -0.4 -0.1
H -0.4 -0.5 0.3
H -0.2 0.0 0.6
O -1.4 -0.2 1.2
C -0.1 -0.6 -0.3
C 0.3 -0.3 0.8
H 0.4 0.3 0.3
H 0.0 -0.4 -0.5
C -0.4 0.4 0.1
H 0.5 -0.4 -1.0
H -0.4 0.3 -0.8
C -0.2 0.5 -0.6
H 0.8 -0.3 0.2
H 0.0 0.1 -0.9
H 0.4 -0.7 0.5
H -0.3 1.0 0.1
C 0.3 0.0 -0.2
C -2.6 1.5 1.9
O 2.5 -1.9 -2.0
H -0.3 -0.2 0.5
H 0.5 0.2 0.3
H 0.2 0.6 -0.1

M in g/mol: 432.55
Spin multiplicity: 5
Max |F| in eV/Å: 3.7
Lowest unoccupied orbital energy (spin up / spin down) in eV: -4.912 / -4.866
Kohn-Sham gap (spin up / spin down) in eV: 5.4 / 7.3
Charge: +1

Atomic partial charges in e from the Löwdin method, atoms 1 to 5: -0.13 -0.14 -0.06 0.10 0.12


[3]
Formula: C3H10N2O
Source: the Open Molecules 2025 dataset
Level of theory: wB97M-V/def2-TZVPD

Cartesian coordinates (Å):
N  0.99539  -0.60590  -0.48542
C  -1.25623  -1.07047  0.34515
C  0.01021  -1.66836  -0.24748
H  1.85344  -0.99885  -0.88793
H  0.62961  0.05221  -1.18240
H  -1.01936  -0.53827  1.28178
H  -1.99381  -1.86025  0.56616
H  -1.70849  -0.35453  -0.36158
H  0.45787  -2.37646  0.47614
H  -0.24721  -2.23836  -1.16088
O  -0.26864  1.69850  -1.26316
C  0.03398  2.23159  -0.21083
N  0.74281  1.63593  0.78369
H  -0.24969  3.28266  0.03908
H  1.05588  0.66961  0.66232
H  0.96424  2.14095  1.64536

Cartesian forces, eV/Å:
N 0.7 -1.1 -0.9
C -0.3 0.0 0.1
C 0.1 -0.4 0.2
H -0.4 0.1 0.3
H 0.0 -0.2 0.3
H -0.2 -0.2 -0.3
H 0.3 0.3 -0.1
H 0.1 -0.2 0.3
H -0.2 0.2 -0.4
H 0.2 0.2 0.3
O -0.2 0.4 -0.2
C 0.4 0.2 1.0
N -0.2 1.4 0.8
H 0.0 -0.4 -0.2
H 0.0 -0.2 -0.2
H -0.3 -0.2 -0.8

M in g/mol: 90.13
Spin multiplicity: 1
Max |F| in eV/Å: 1.6
Lowest unoccupied orbital energy in eV: 1.114
Kohn-Sham gap in eV: 10.6
Structure (SMILES): NC=O.CCN
Charge: 0

Atomic partial charges in e from the Löwdin method, atoms 1 to 5: -0.05 -0.12 -0.32 0.09 0.05


[4]
Formula: C4H14O3
Source: the Open Molecules 2025 dataset
Level of theory: wB97M-V/def2-TZVPD

Cartesian coordinates (Å):
C  0.26633  -0.98673  0.25858
C  0.93378  -2.12410  0.53867
C  0.33040  -3.50332  0.32567
C  0.93671  0.39158  0.41926
H  -0.72976  -0.98913  -0.20668
H  1.96477  -2.21669  0.83642
H  0.43778  -3.93905  1.25232
H  0.39255  -4.29799  -0.44517
H  -0.74531  -3.38150  0.10493
H  0.31086  1.21946  0.19884
H  1.07619  0.63865  1.56741
H  1.84727  0.36741  -0.15624
H  -1.00074  1.84347  -2.42404
H  -1.96220  1.66872  -1.23036
O  -1.25993  2.28176  -1.56521
H  -2.48361  0.86949  2.06556
H  -2.10408  0.24781  0.73812
O  -2.25204  1.09246  1.18680
H  0.75860  3.21129  -1.45825
H  1.61587  4.23657  -0.75820
O  1.66655  3.36983  -1.24841

Cartesian forces, eV/Å:
C 1.4 0.4 0.3
C -1.0 -0.5 -2.3
C -2.5 0.9 -1.5
C -0.4 -1.0 3.0
H 0.3 -0.4 0.3
H 0.3 0.8 0.4
H -0.1 -1.6 2.0
H 1.9 0.8 -0.1
H -0.1 0.4 0.9
H -0.6 0.5 -1.0
H 0.4 -0.9 -2.1
H 0.4 0.5 0.2
H -0.3 0.8 1.3
H 0.8 1.0 -0.1
O -0.5 -1.6 -1.3
H -0.4 -0.4 1.4
H 0.0 0.2 0.3
O 0.3 0.1 -1.7
H -1.1 -0.4 -0.2
H 0.2 -1.4 -0.8
O 0.8 1.8 1.0

M in g/mol: 110.15
Spin multiplicity: 1
Max |F| in eV/Å: 3.1
Lowest unoccupied orbital energy in eV: 0.515
Kohn-Sham gap in eV: 9.7
Structure (SMILES): C/C=C/C.O.O.O
Charge: 0

Atomic partial charges in e from the Löwdin method, atoms 1 to 5: -0.17 -0.16 -0.12 -0.11 0.09


[5]
Formula: C2H8O
Source: the Open Molecules 2025 dataset
Level of theory: wB97M-V/def2-TZVPD

Cartesian coordinates (Å):
C  3.42472  -3.53515  -0.98294
H  2.95026  -3.86486  -0.06346
H  4.32581  -2.94973  -0.81322
H  2.72394  -2.97361  -1.58849
H  3.80578  -4.44179  -1.45894
C  -3.18890  2.91820  0.68392
O  -2.17041  3.32784  1.55457
H  -3.10873  1.90572  0.27951
H  -4.13879  2.90225  1.22734
H  -3.33156  3.65947  -0.11221
H  -1.29212  3.05166  1.27392

Cartesian forces, eV/Å:
C 0.6 -0.5 0.0
H 0.1 0.3 0.2
H -0.2 0.3 0.4
H 0.0 -0.1 -0.2
H -0.4 0.1 -0.4
C -0.9 0.2 -0.3
O 0.4 -0.1 0.6
H 0.5 0.1 -0.1
H 0.2 0.1 0.2
H 0.1 -0.3 -0.2
H -0.3 -0.1 -0.3

M in g/mol: 48.09
Spin multiplicity: 1
Max |F| in eV/Å: 1.0
Lowest unoccupied orbital energy in eV: 1.036
Kohn-Sham gap in eV: 11.5
Structure (SMILES): CO.C
Charge: 0

Atomic partial charges in e from the Löwdin method, atoms 1 to 5: -0.05 0.01 0.01 0.01 0.01